[1]
The following is a quantum chemistry calculation of C28H26Cl3N2O6 as an isolated structure in a non-equilibrium geometry, from OMol25.

The total charge is +1. As for the multiplicity: 1. The largest force on an atom is 10.12 eV Å⁻¹. As for the energy above the lowest of the compared OMol25 structures with the same formula, charge and spin: 0.0 kcal per mole. The calculation puts the HOMO energy at -0.3501 Ha.

Each line ends with the Mulliken charge.
CARTESIAN COORDINATES (ANGSTROEM)
C  2.1836  8.8536  1.4229  -0.880
N  2.3878  7.4093  1.1621  0.069
C  1.8960  6.5108  2.0151  -0.030
C  2.0010  5.1840  1.7890  -0.807
C  2.5271  4.6440  0.6087  0.644
C  3.1396  5.5859  -0.2494  -0.766
C  2.9668  6.9513  0.0063  -0.311
C  2.6221  3.2039  0.2758  0.812
C  1.5026  2.3620  0.4121  -0.532
C  1.6775  1.0102  0.3158  0.083
N  2.9492  0.5411  -0.0509  0.183
C  3.9823  1.3446  -0.1787  -0.505
C  3.8145  2.7059  -0.0310  -0.567
C  3.1362  -0.9036  -0.2899  -0.947
H  1.2957  9.2062  0.8981  0.303
H  3.1356  9.2245  1.0433  0.371
H  2.1283  9.0332  2.4966  0.343
H  1.5327  6.8363  2.9787  0.393
H  1.6381  4.5793  2.6070  0.502
H  3.6092  5.2782  -1.1719  0.483
H  3.3853  7.6328  -0.7195  0.404
H  0.5329  2.6713  0.7730  0.867
H  0.9803  0.2130  0.5276  -0.007
H  4.9444  0.8723  -0.3118  0.442
H  4.6336  3.3812  -0.2295  0.591
H  3.2908  -0.9857  -1.3657  0.381
H  2.1972  -1.3952  -0.0354  0.235
H  3.9457  -1.2373  0.3593  0.396
Cl  -1.0018  0.4034  0.2382  1.491
O  -0.2065  -0.3894  1.1459  -0.847
O  -0.5538  1.7266  0.3877  -0.736
O  -0.8376  -0.0386  -1.0815  -0.458
O  -2.3930  0.3612  0.5010  -0.600
Cl  -3.3578  2.7986  4.2252  -0.207
C  -2.7649  1.5385  3.0587  -0.297
C  -1.7093  0.6016  3.5408  0.140
Cl  -0.1881  1.4537  4.2296  -0.229
H  -2.2349  2.0253  2.2400  0.108
H  -3.6893  1.0234  2.7975  0.307
H  -1.3456  -0.0419  2.7398  -0.201
H  -2.2014  -0.0769  4.2376  0.438
C  -2.1866  -1.6995  -0.2605  0.338
C  -2.0661  -1.3261  -1.6052  0.203
C  -2.1610  -2.3440  -2.6518  -1.548
C  -2.2709  -3.6998  -2.2279  0.607
C  -2.3657  -4.0292  -0.8544  0.089
C  -2.3051  -3.0213  0.0854  -1.464
C  -2.5147  -5.4379  -0.3663  0.323
O  -2.8614  -5.7227  0.7608  -0.629
C  -2.2344  -6.4930  -1.4221  0.464
C  -2.1284  -7.8428  -0.9783  -0.543
C  -1.8672  -8.8399  -1.9060  -0.540
C  -1.8168  -8.4854  -3.2755  -0.417
C  -1.8198  -7.1631  -3.7235  -0.754
C  -2.1347  -6.1522  -2.7966  0.392
C  -2.2780  -4.7225  -3.2746  0.678
O  -2.3648  -4.5064  -4.5177  -0.693
H  -2.0216  -0.9162  0.4645  0.368
H  -1.9796  -0.2684  -1.8055  0.542
H  -2.1526  -2.0438  -3.6892  0.433
H  -2.5466  -3.3007  1.1003  0.484
H  -2.1102  -8.1030  0.0697  0.412
H  -1.8638  -9.8915  -1.6600  0.379
H  -1.6465  -9.2414  -4.0277  0.377
H  -1.8556  -6.8477  -4.7558  0.444



[2]
The following is a quantum chemistry calculation of C28H26Cl6IrN2O2Se as an isolated structure, from OMol25.

As for the expectation value of S²: 8.79. The total charge is +2. As for the multiplicity: 6. The largest force on an atom is 0.85 eV Å⁻¹. As for the energy above the lowest of the compared OMol25 structures with the same formula, charge and spin: 10.4 kcal per mole. The calculation puts the HOMO energy (spin up / spin down) at -0.4974 / -0.5025 Ha.

Each line ends with the Mulliken charge.
CARTESIAN COORDINATES (ANGSTROEM)
Ir  0.9394  0.0640  -1.7883  1.367
Cl  3.5192  1.0070  -2.3272  -0.150
C  2.7053  0.9397  -3.8517  0.959
C  1.3835  0.4299  -3.7844  -0.970
C  0.6323  0.3747  -4.9952  0.993
Cl  -0.9707  -0.2120  -4.9364  -0.153
C  1.1746  0.7799  -6.1818  -0.226
Cl  0.2772  0.7080  -7.6215  -0.102
C  2.5125  1.2693  -6.1988  0.806
Cl  3.1931  1.7634  -7.6352  -0.054
C  3.2933  1.3507  -4.9939  -0.431
Cl  4.8828  1.9354  -5.0100  -0.111
C  3.8137  0.7961  1.3709  -1.518
C  3.2549  -0.5042  0.7897  0.102
C  3.0474  -1.5746  1.8521  -0.575
C  2.2944  -2.8160  1.3749  -1.177
N  0.8357  -2.5924  1.2313  0.452
C  0.1256  -2.5248  0.1045  0.037
Se  0.8684  -2.5008  -1.6463  -0.004
N  -1.1655  -2.4101  0.3817  0.531
C  -2.3014  -2.3809  -0.5635  -1.326
C  -2.9214  -0.9848  -0.7035  -0.288
C  -2.3428  -0.1514  -1.8383  0.351
C  -2.9041  1.2675  -1.8793  -1.480
C  -1.3145  -2.3670  1.7707  0.668
C  -2.4468  -2.2398  2.5673  -0.845
C  -2.2386  -2.2210  3.9312  -0.898
C  -0.9492  -2.3377  4.4818  -0.771
C  0.1673  -2.4788  3.6839  -0.906
C  -0.0505  -2.4844  2.3102  0.635
H  3.8668  1.5954  0.6229  0.389
H  4.8232  0.6358  1.7642  0.427
H  3.1827  1.1523  2.1918  0.320
H  3.9217  -0.8927  0.0131  0.464
H  2.2761  -0.2840  0.3212  -0.222
H  2.5146  -1.1378  2.7017  0.365
H  4.0262  -1.9002  2.2137  0.520
H  2.4178  -3.6250  2.0865  0.445
H  2.6783  -3.1577  0.4148  0.443
H  -3.0319  -3.0875  -0.1848  0.385
H  -1.9548  -2.7515  -1.5280  0.528
H  -2.8115  -0.4432  0.2420  0.241
H  -3.9906  -1.1022  -0.8941  0.634
H  -2.5170  -0.6602  -2.7901  0.519
H  -1.2487  -0.0871  -1.7167  -0.908
H  -3.9847  1.2372  -2.0480  0.446
H  -2.4524  1.8587  -2.6808  0.340
H  -2.7307  1.7843  -0.9291  0.254
H  -3.4457  -2.1622  2.1470  0.448
H  -3.0905  -2.1193  4.5969  0.458
H  -0.8304  -2.3169  5.5592  0.445
H  1.1579  -2.5848  4.1134  0.453
Cl  -3.0497  4.9926  3.9850  -0.163
C  -2.2151  3.9682  2.8837  0.374
C  -1.9116  2.6708  3.2610  -0.952
C  -1.2131  1.8568  2.3893  0.091
C  -0.8249  2.3404  1.1439  -0.070
C  -1.1486  3.6410  0.7689  -0.348
C  -1.8465  4.4575  1.6413  -0.802
C  -0.1186  1.4566  0.2101  0.868
O  -0.1085  0.2001  0.3713  -0.096
O  0.4864  1.9389  -0.8224  -0.899
H  -2.2264  2.3112  4.2321  0.449
H  -0.9589  0.8359  2.6647  0.322
H  -0.8470  4.0035  -0.2068  0.469
H  -2.1087  5.4704  1.3665  0.448



[3]
The following is a quantum chemistry calculation of C28H26ClMoPS4Sb as an isolated structure in a non-equilibrium geometry, from OMol25.

The total charge is +1. As for the multiplicity: 1. The largest force on an atom is 2.29 eV Å⁻¹. As for the energy above the lowest of the compared OMol25 structures with the same formula, charge and spin: 16.2 kcal per mole. The calculation puts the HOMO energy at -0.3935 Ha.

Each line ends with the Mulliken charge.
CARTESIAN COORDINATES (ANGSTROEM)
Mo  0.3590  0.4008  1.5512  -1.247
Cl  -1.4742  1.6736  2.5890  -0.053
C  -2.9936  1.2229  1.8728  0.632
C  -4.1412  1.9026  2.2430  -0.572
C  -5.3491  1.5377  1.6670  -0.491
C  -5.4136  0.4919  0.7571  -0.846
C  -4.2648  -0.1994  0.4153  -0.267
C  -3.0363  0.1738  0.9603  -0.485
P  -1.4664  -0.6570  0.5301  1.896
C  -1.7893  -2.3680  1.0224  0.855
C  -2.0622  -3.4052  0.1367  -0.226
C  -2.2955  -4.6780  0.6311  -0.687
C  -2.2583  -4.9148  1.9958  -0.497
C  -1.9949  -3.8803  2.8817  -0.782
C  -1.7593  -2.6083  2.3967  -0.574
C  -1.3089  -0.5954  -1.2597  0.563
C  -0.2143  -1.2833  -1.7853  -0.479
C  -0.0209  -1.3074  -3.1520  -0.801
C  -0.8918  -0.6205  -3.9865  -0.580
C  -1.9439  0.1103  -3.4593  -0.682
C  -2.1611  0.1236  -2.0923  -0.475
H  -4.0887  2.7057  2.9630  0.489
H  -6.2432  2.0792  1.9316  0.415
H  -6.3571  0.2179  0.3105  0.424
H  -4.2990  -1.0327  -0.2735  0.524
H  -2.0921  -3.2155  -0.9272  0.429
H  -2.5088  -5.4880  -0.0516  0.433
H  -2.4370  -5.9097  2.3725  0.421
H  -1.9739  -4.0678  3.9451  0.436
H  -1.5574  -1.7913  3.0862  0.297
H  0.4663  -1.7982  -1.1156  0.312
H  0.8077  -1.8612  -3.5654  0.460
H  -0.7500  -0.6521  -5.0549  0.423
H  -2.6073  0.6593  -4.1120  0.457
H  -2.9792  0.6919  -1.6718  0.484
S  5.5308  -0.4469  2.3757  -0.227
Sb  4.0947  -2.3708  2.6390  0.634
S  1.9180  -1.7057  1.4863  -0.157
S  1.2600  -0.8659  3.2714  -0.329
S  5.7409  -1.9659  0.9239  -0.242
C  2.2842  4.0237  0.3780  -1.757
C  2.3067  2.4873  0.4309  2.924
C  3.0068  2.0734  1.7355  -1.694
C  0.9843  1.8320  0.4054  -0.803
C  2.9539  1.9097  -0.8309  0.080
C  2.5414  2.3669  -2.0814  -0.234
C  3.0724  1.8429  -3.2441  -0.963
C  4.0090  0.8261  -3.1861  -0.543
C  4.4144  0.3508  -1.9531  -0.729
C  3.8948  0.8898  -0.7876  0.710
H  1.8315  4.4160  1.2861  0.459
H  1.7198  4.3993  -0.4714  0.324
H  3.3049  4.3945  0.3147  0.411
H  2.4941  2.5353  2.5815  0.370
H  4.0414  2.4041  1.7489  0.495
H  2.9914  0.9830  1.8628  0.259
H  0.3497  2.1159  -0.4488  0.423
H  1.7977  3.1448  -2.1607  0.312
H  2.7400  2.2250  -4.1984  0.420
H  4.4148  0.4065  -4.0929  0.435
H  5.1408  -0.4447  -1.8924  0.355
H  4.2618  0.5156  0.1535  -0.137



[4]
The following is a quantum chemistry calculation of a 5-piece molecular cluster, C28H26FN5O4S overall in a non-equilibrium geometry, from OMol25.

The SMILES is [H]/N=C\CC1=C(S(=O)(=O)F)C(=O)C=CC1=O.c1ccncc1.c1ccncc1.c1ccncc1.c1ccncc1. The total charge is 0. As for the multiplicity: 1. The largest force on an atom is 2.85 eV Å⁻¹. The calculation puts the HOMO energy at -0.3442 Ha.

Each line ends with the Mulliken charge.
CARTESIAN COORDINATES (ANGSTROEM)
H  4.5985  0.6545  2.1336  0.202
N  4.2095  0.8712  3.0505  -0.654
C  3.0434  1.3424  2.9161  -0.117
C  2.3897  1.5761  1.5771  -1.370
C  0.9159  1.3359  1.5855  0.105
C  0.3671  0.1696  1.2382  0.865
S  1.2830  -1.2877  0.7664  1.431
O  2.6397  -1.2238  1.1755  -0.632
O  0.5593  -2.4108  1.2408  -0.640
F  1.1882  -1.3270  -0.7742  -0.190
C  -1.1277  0.0379  1.2354  0.202
O  -1.7412  -0.9577  0.8837  -0.521
C  -1.9208  1.2105  1.6567  -0.618
C  -1.3705  2.3499  2.0485  -0.593
C  0.0841  2.4932  2.0403  0.392
O  0.6186  3.5364  2.3723  -0.570
H  2.5323  1.6215  3.8297  0.482
H  2.5423  2.6247  1.3370  0.464
H  2.9142  1.0205  0.8180  0.729
H  -2.9858  1.0880  1.6267  0.495
H  -1.9862  3.1686  2.3712  0.471
C  -3.5137  -3.3864  -2.1080  -0.307
C  -2.5145  -3.0873  -1.1947  -0.382
C  -1.2714  -3.6759  -1.3760  -0.437
N  -0.9850  -4.5104  -2.3771  -0.552
C  -1.9584  -4.7820  -3.2423  -0.462
C  -3.2347  -4.2490  -3.1554  -0.165
H  -4.4993  -2.9492  -2.0048  0.448
H  -2.6970  -2.4173  -0.3682  0.582
H  -0.4643  -3.4777  -0.6884  0.594
H  -1.6959  -5.4641  -4.0442  0.359
H  -3.9888  -4.5031  -3.8890  0.377
C  -8.0003  -5.1163  -5.4297  -0.237
C  -7.1967  -5.1856  -4.3039  -0.440
C  -7.0669  -4.0501  -3.5190  -0.237
N  -7.6675  -2.8929  -3.7859  -0.556
C  -8.4347  -2.8438  -4.8720  -0.172
C  -8.6352  -3.9208  -5.7224  -0.345
H  -8.1296  -5.9802  -6.0687  0.372
H  -6.6814  -6.0984  -4.0377  0.371
H  -6.4510  -4.0593  -2.6267  0.524
H  -8.9103  -1.8888  -5.0660  0.358
H  -9.2718  -3.8229  -6.5906  0.349
C  2.9554  2.7914  -3.6951  -0.200
C  2.7260  4.0345  -3.1278  -0.434
C  1.9045  4.1078  -2.0144  -0.251
N  1.3168  3.0481  -1.4618  -0.297
C  1.5451  1.8632  -2.0213  -0.117
C  2.3552  1.6791  -3.1301  -0.703
H  3.5935  2.6906  -4.5633  0.381
H  3.1754  4.9286  -3.5364  0.376
H  1.7025  5.0590  -1.5348  0.370
H  1.0463  1.0417  -1.5238  0.506
H  2.5092  0.6897  -3.5383  0.381
C  6.4229  3.3302  7.6742  -0.286
C  7.0926  4.3917  7.0886  -0.363
C  6.9912  4.5551  5.7156  -0.188
N  6.2883  3.7481  4.9239  -0.514
C  5.6506  2.7297  5.5015  0.005
C  5.6856  2.4808  6.8666  -0.495
H  6.4757  3.1677  8.7433  0.370
H  7.6809  5.0788  7.6811  0.350
H  7.4977  5.3748  5.2172  0.359
H  5.0888  2.0869  4.8308  0.414
H  5.1481  1.6397  7.2826  0.362